{"formula": "C4H5N4O2", "method": "ωB97M-V with the def2-TZVPD basis set", "multiplicity": 1, "total_charge": -1, "max_force_ev_per_a": 3.982, "orbital_gap_ev": [6.23, 5.50], "homo_ha": [-0.096, -0.069], "e_above_lowest_ev": 5.085, "symbols": ["C", "C", "C", "C", "N", "N", "N", "N", "O", "O", "H", "H", "H", "H", "H"], "xyz": [[0.875, 0.759, 1.977], [2.003, 0.578, 1.258], [0.228, 0.370, 0.021], [-0.547, 0.169, -1.089], [-0.235, 0.724, 1.204], [-1.467, -2.029, -0.627], [1.591, 0.326, -0.057], [-1.953, -0.160, -0.938], [-2.826, 0.137, -1.824], [-1.512, -2.801, -1.551], [0.878, 1.001, 2.967], [3.086, 0.628, 1.456], [-0.286, 0.216, -2.119], [2.367, -0.003, -0.709], [-2.203, 0.084, 0.031]], "forces_ev_per_a": [[1.03, 0.19, -1.10], [1.51, -0.19, -0.48], [-0.39, 0.12, -2.05], [-3.62, -1.01, -1.31], [0.00, -0.63, 0.60], [0.38, -1.95, -0.82], [2.93, -0.14, 0.90], [2.48, 1.58, 1.00], [-0.57, -0.07, -0.94], [-0.27, 1.73, 1.20], [-0.33, 0.59, 2.56], [-0.89, -0.03, 0.26], [0.62, -0.11, -0.44], [-2.68, 0.51, 0.75], [-0.20, -0.58, -0.12]]}